Density functional theory data (ωB97M-V with the def2-TZVPD basis set) for a molecular structure, H26HeO13 in a non-equilibrium geometry.

Summary:
energy relative to the best compared isomer or geometry (same formula, charge and spin) = 1.510 eV
electronic energy = -996.610784 hartree
net charge = 0

Geometry (Å):
He: -0.4224 0.1496 0.1896
O: 1.2682 0.4962 -3.4189
H: 1.0725 -0.0403 -4.1871
H: 2.0120 0.0591 -3.0041
O: -2.4620 -0.9894 1.6362
H: -2.3619 -1.4655 2.4606
H: -1.7793 -1.3465 1.0683
O: 3.5079 -1.7820 0.6058
H: 3.1848 -1.0497 1.1307
H: 3.9011 -2.3787 1.2426
O: 0.3743 -2.2829 0.2059
H: 0.1733 -2.5784 1.0938
H: 1.2802 -1.9776 0.2538
O: -0.4359 0.9638 2.9721
H: -1.0340 0.3523 2.5424
H: -0.7082 1.8262 2.6585
O: 1.9984 -0.1717 2.1797
H: 1.2469 0.3752 2.4085
H: 2.1922 -0.6602 2.9797
O: 3.0523 2.0358 0.9342
H: 2.7435 2.2707 0.0591
H: 2.5135 1.2857 1.1855
O: -3.2028 -2.6501 -1.1836
H: -3.0463 -1.8028 -0.7666
H: -3.7349 -2.4446 -1.9523
O: -3.4426 2.9780 2.2232
H: -4.1347 2.4350 2.6007
H: -3.0456 2.4263 1.5492
O: -1.2060 0.6752 -2.1717
H: -1.7551 0.9091 -2.9200
H: -0.3164 0.6532 -2.5245
O: 1.1536 -3.3102 -2.2796
H: 0.8200 -3.0191 -1.4310
H: 0.5143 -3.9563 -2.5799
O: -1.9164 2.1427 0.0615
H: -1.2371 2.7315 -0.2671
H: -1.8316 1.3549 -0.4757
O: 2.0426 2.6861 -1.5566
H: 1.8040 1.9542 -2.1254
H: 1.2178 3.1451 -1.3973